[1]
The following is a DFT calculation (ωB97M-V with the def2-TZVPD basis set) of a 10-piece molecular cluster, C24H49NO11S overall.

Element x y z (Å)
O (-4.1261, -1.7520, 1.0295)
C (-4.2881, -0.9044, 0.1916)
O (-4.7640, -1.1504, -1.1041)
C (-3.5574, -1.1712, -1.9688)
C (-2.8589, 0.2532, -2.1645)
C (-1.2776, 0.2301, -2.0543)
C (-0.4427, 1.0891, -2.9380)
C (1.0370, 1.0815, -2.9069)
C (1.6676, 0.1865, -1.9386)
C (0.8639, -0.6696, -1.0253)
C (-0.6022, -0.6327, -1.0837)
N (1.5013, -1.5411, -0.0669)
C (2.5096, -2.3861, -0.6451)
C (2.5617, -3.8396, -0.4532)
C (3.6115, -4.7327, -1.0633)
C (4.6834, -4.1362, -1.8743)
C (4.6484, -2.6669, -2.0788)
C (3.5961, -1.8231, -1.5004)
S (3.4835, -0.0115, -1.7645)
H (-4.0743, 0.1703, 0.4779)
H (-3.8862, -1.5783, -2.9667)
H (-2.8884, -1.9570, -1.5261)
H (-3.3015, 1.0667, -1.5226)
H (-3.0812, 0.5668, -3.2271)
H (-0.9408, 1.7677, -3.6675)
H (1.6581, 1.7129, -3.5859)
H (-1.1514, -1.2882, -0.3570)
H (0.7829, -2.0682, 0.4300)
H (1.7271, -4.2724, 0.1639)
H (3.6476, -5.8432, -0.9548)
H (5.4655, -4.8045, -2.2952)
H (5.4247, -2.1489, -2.6974)
C (0.2218, 4.3767, -0.1153)
O (-0.5512, 3.5922, -1.0218)
H (-0.4435, 5.0569, 0.4149)
H (0.7150, 3.7156, 0.6019)
H (0.9681, 4.9569, -0.6635)
H (0.0600, 2.9980, -1.4756)
C (-7.5745, -2.5046, 1.6137)
O (-6.8426, -1.3019, 1.7969)
H (-8.6284, -2.2569, 1.4936)
H (-7.2215, -3.0219, 0.7173)
H (-7.4538, -3.1507, 2.4872)
H (-5.9136, -1.5456, 1.9007)
C (-2.7473, 2.7323, 2.6770)
O (-1.9735, 1.8153, 1.9110)
H (-2.7893, 2.3793, 3.7055)
H (-2.2826, 3.7202, 2.6538)
H (-3.7624, 2.7895, 2.2728)
H (-1.9470, 2.1463, 1.0037)
C (4.7739, -4.0290, 3.2855)
O (5.4583, -3.5670, 2.1319)
H (5.5004, -4.2708, 4.0608)
H (4.1033, -3.2452, 3.6505)
H (4.2030, -4.9240, 3.0354)
H (4.7934, -3.3719, 1.4625)
C (5.0930, -8.2966, 0.5987)
O (5.4711, -7.7067, -0.6408)
H (4.5134, -7.5711, 1.1682)
H (4.4812, -9.1842, 0.4169)
H (5.9850, -8.5708, 1.1670)
H (5.9813, -8.3639, -1.1265)
C (-0.1728, 7.0218, -2.8599)
O (0.9199, 7.5588, -2.1272)
H (-0.3390, 5.9934, -2.5405)
H (-1.0724, 7.6116, -2.6640)
H (0.0588, 7.0354, -3.9281)
H (1.0480, 8.4673, -2.4272)
C (1.6308, -6.7334, 4.1629)
O (2.3202, -6.2714, 3.0070)
H (2.3627, -6.9706, 4.9332)
H (0.9590, -5.9543, 4.5316)
H (1.0585, -7.6323, 3.9203)
H (1.6548, -6.0678, 2.3405)
C (-4.6403, 4.4567, 5.8285)
O (-3.9414, 4.9504, 4.6924)
H (-3.9153, 4.2027, 6.6000)
H (-5.3191, 5.2236, 6.2103)
H (-5.2067, 3.5619, 5.5573)
H (-4.6013, 5.1681, 4.0248)
C (1.0350, 9.4501, -5.7401)
O (1.7933, 9.9694, -4.6535)
H (0.7617, 8.4216, -5.5131)
H (0.1277, 10.0448, -5.8736)
H (1.6334, 9.4711, -6.6542)
H (2.0247, 10.8784, -4.8736)

Summary:
gap between HOMO and LUMO	8.270	eV

=====

[2]
The following is a DFT calculation (ωB97M-V with the def2-TZVPD basis set) of a 9-piece molecular cluster, C24H50B2F17N4O10 overall.

Element x y z (Å)
C (-3.7400, -2.1426, -1.8729)
C (-2.4528, -2.2289, -1.1190)
O (-1.3993, -2.1399, -1.6370)
N (-2.5093, -2.5537, 0.3458)
H (-1.6458, -2.0718, 0.6457)
H (-3.3261, -2.0816, 0.7723)
C (-2.3113, -3.9882, 0.6538)
H (-4.2285, -3.1200, -1.8823)
H (-3.4595, -2.0619, -2.9232)
H (-4.2841, -1.2482, -1.5783)
H (-2.2375, -4.0083, 1.7399)
H (-1.4228, -4.4097, 0.2020)
H (-3.1740, -4.6091, 0.4177)
C (4.0517, -0.6837, -0.3381)
C (3.7116, -1.7648, -1.2583)
O (4.2029, -2.0364, -2.2890)
N (2.4384, -2.5155, -0.8818)
H (2.6711, -3.2548, -0.1784)
H (1.7870, -1.9151, -0.3632)
C (1.7127, -3.1991, -1.9955)
H (4.0830, 0.3406, -0.7152)
H (5.0795, -0.7990, 0.0249)
H (3.4501, -0.6176, 0.5698)
H (2.3209, -4.0115, -2.3735)
H (1.3802, -2.4024, -2.6516)
H (0.8089, -3.6543, -1.5958)
C (-0.2046, 2.1079, 3.4821)
C (-0.5173, 0.8990, 4.3278)
O (-0.5843, 0.8725, 5.4978)
N (-0.7567, -0.3764, 3.5515)
H (-1.7793, -0.5687, 3.4507)
H (-0.3826, -0.2257, 2.6189)
C (-0.0022, -1.5369, 4.1191)
H (-0.9875, 2.2161, 2.7308)
H (0.7484, 1.9708, 2.9706)
H (-0.1241, 2.9537, 4.1558)
H (-0.2369, -2.5099, 3.6895)
H (-0.1771, -1.4438, 5.1867)
H (1.0591, -1.5065, 3.8647)
C (-2.2971, 3.6473, -1.0902)
C (-0.9751, 3.7527, -0.3682)
O (-0.7601, 4.5498, 0.4749)
N (0.1658, 2.9342, -0.8811)
H (0.4707, 2.2323, -0.2050)
H (-0.0707, 2.3149, -1.6830)
C (1.2284, 3.8443, -1.4403)
H (-2.7621, 4.6257, -0.9805)
H (-3.0349, 3.0025, -0.6061)
H (-2.1996, 3.2756, -2.1094)
H (1.6836, 4.3486, -0.5890)
H (0.7708, 4.6149, -2.0482)
H (2.0064, 3.2554, -1.9090)
C (-4.4320, -0.5334, 2.1016)
O (-5.0261, -1.5704, 1.3009)
O (-3.3430, -1.0142, 2.6830)
C (-4.2659, 0.8751, 1.4032)
F (-5.2510, 1.7463, 1.5742)
F (-3.1210, 1.4729, 1.7853)
F (-4.1188, 0.6786, 0.0631)
C (-6.2436, -1.2264, 0.6550)
C (-6.9450, -2.4497, 0.0738)
H (-6.3556, -2.8575, -0.7496)
H (-7.0806, -3.2195, 0.8315)
H (-7.8864, -2.1367, -0.3757)
H (-6.1516, -0.5315, -0.1850)
H (-6.8699, -0.7488, 1.4140)
H (-5.1474, -0.3192, 2.9157)
C (-1.0422, 1.2422, -3.8268)
O (-0.4891, 0.5517, -4.9459)
O (-0.5043, 2.4699, -3.6834)
C (-2.5695, 1.0942, -3.9442)
F (-2.9656, -0.0672, -4.5127)
F (-3.1534, 1.1475, -2.7309)
F (-3.1377, 2.0440, -4.7144)
C (0.7872, 0.0384, -4.6370)
C (1.2479, -0.7571, -5.8399)
H (1.4004, -0.1965, -6.7639)
H (2.1504, -1.3297, -5.6245)
H (0.3979, -1.4000, -6.0913)
H (0.6769, -0.6853, -3.8220)
H (1.5308, 0.7896, -4.3655)
H (-0.7755, 0.6874, -2.9096)
C (4.7740, 3.4843, 2.7295)
O (6.0492, 3.4304, 2.0501)
O (4.6143, 4.6836, 3.2200)
C (3.6060, 2.9653, 1.8181)
F (3.6433, 3.5086, 0.5463)
F (3.6857, 1.6141, 1.6872)
F (2.3507, 3.2773, 2.2506)
C (6.4043, 2.1765, 1.4800)
C (7.8982, 2.3207, 1.2067)
H (8.1404, 3.1521, 0.5463)
H (8.3844, 2.5660, 2.1556)
H (8.4171, 1.4159, 0.8771)
H (5.8666, 2.0436, 0.5356)
H (6.2561, 1.3096, 2.1306)
H (4.8216, 2.6922, 3.5111)
B (0.3762, 0.0483, 0.3752)
F (0.2147, -1.3369, 0.6746)
F (1.3739, 0.7581, 1.0836)
F (0.7199, 0.1114, -0.9810)
F (-0.8479, 0.6459, 0.6920)
B (2.0220, -4.1783, 1.7138)
F (1.8355, -5.0075, 2.7937)
F (0.7983, -3.7562, 1.1087)
F (2.7426, -3.0300, 2.1336)
F (2.7491, -4.7625, 0.6524)

Summary:
net charge	-1
gap between HOMO and LUMO	5.646	eV

=====

[3]
The following is a DFT calculation (ωB97M-V with the def2-TZVPD basis set) of a 3-piece molecular cluster, C24H50BF3IO10P2 overall.

Element x y z (Å)
C (-1.8381, -3.3874, 2.3716)
C (-2.2927, -1.9118, 2.2182)
C (-1.0652, -0.9144, 2.2229)
C (-1.3652, 0.1838, 1.1815)
O (-2.4164, 1.0544, 1.5017)
B (-2.3804, 2.0782, 0.4122)
O (-0.9812, 2.0783, -0.0458)
C (-0.1712, 1.1284, 0.7006)
C (0.3609, 2.0134, 1.8673)
C (1.8531, 1.7822, 2.2722)
C (2.1013, 2.0645, 3.7917)
I (3.9394, 1.0422, 4.4052)
C (0.8038, 0.6085, -0.3906)
C (0.5573, -0.8589, -0.8564)
C (1.8294, -1.5337, -1.4229)
F (3.0328, -0.9388, -1.3810)
C (1.7091, -2.7385, -1.9307)
F (0.6979, -3.5187, -1.5649)
F (2.5195, -3.2574, -2.8514)
H (-1.0395, -3.4993, 3.1296)
H (-1.4354, -3.7931, 1.4248)
H (-2.6859, -4.0106, 2.7175)
H (-2.9566, -1.6337, 3.0576)
H (-2.9038, -1.7799, 1.3075)
H (-0.1858, -1.5333, 1.9755)
H (-1.0372, -0.4802, 3.2371)
H (-1.7693, -0.3284, 0.2704)
H (-2.7806, 3.0840, 0.9876)
H (-3.2103, 1.8749, -0.4610)
H (0.2527, 3.0837, 1.6256)
H (-0.2534, 1.8608, 2.7791)
H (2.4596, 2.5432, 1.7454)
H (2.2137, 0.7624, 2.0689)
H (1.2977, 1.6766, 4.4309)
H (2.2812, 3.1356, 3.9578)
H (0.6480, 1.2501, -1.2732)
H (1.8752, 0.7121, -0.1360)
H (0.1865, -1.5333, -0.0720)
H (-0.1643, -0.8358, -1.6901)
O (0.3312, 6.1082, 3.6995)
P (-0.4897, 7.3473, 3.9177)
O (-0.1599, 7.6750, 5.4996)
C (1.1218, 8.1915, 5.8365)
C (1.2901, 9.6302, 5.3803)
O (-1.9467, 6.6082, 4.0985)
C (-2.2062, 5.3033, 3.5611)
C (-2.0748, 4.2568, 4.6462)
O (-1.2486, 8.8206, 3.7375)
C (-2.5755, 8.9557, 3.2119)
C (-3.5786, 9.0438, 4.3421)
H (1.9047, 7.5551, 5.4099)
H (1.2078, 8.1399, 6.9229)
H (1.2945, 9.6960, 4.2890)
H (2.2302, 10.0444, 5.7503)
H (0.4648, 10.2471, 5.7377)
H (-1.5616, 5.0858, 2.7115)
H (-3.2316, 5.3056, 3.1863)
H (-1.1065, 4.3160, 5.1473)
H (-2.1968, 3.2536, 4.2335)
H (-2.8344, 4.4132, 5.4167)
H (-2.8106, 8.1578, 2.5102)
H (-2.5990, 9.8909, 2.6455)
H (-3.4994, 8.2001, 5.0256)
H (-4.5968, 9.0778, 3.9507)
H (-3.4020, 9.9408, 4.9405)
O (2.1893, -9.4059, -6.1621)
P (1.4165, -8.1871, -5.7407)
O (0.2975, -8.0806, -6.9422)
C (-0.7724, -9.0201, -6.9661)
C (-1.7715, -8.7672, -5.8513)
O (2.4945, -7.0632, -6.2867)
C (3.8713, -7.3731, -6.4802)
C (4.1440, -7.6488, -7.9448)
O (0.6328, -7.0261, -4.8531)
C (1.2843, -5.8521, -4.3339)
C (1.0752, -4.6808, -5.2700)
H (-0.3754, -10.0395, -6.9079)
H (-1.2668, -8.9114, -7.9322)
H (-1.3212, -8.9550, -4.8728)
H (-2.6402, -9.4197, -5.9572)
H (-2.1039, -7.7289, -5.8596)
H (4.1866, -8.2034, -5.8487)
H (4.4450, -6.4980, -6.1631)
H (3.4843, -8.4239, -8.3367)
H (5.1792, -7.9596, -8.0987)
H (3.9580, -6.7511, -8.5386)
H (2.3364, -6.0389, -4.1276)
H (0.8124, -5.6237, -3.3760)
H (1.3959, -4.9006, -6.2875)
H (1.6210, -3.8070, -4.9198)
H (0.0144, -4.4289, -5.3351)

Summary:
net charge	-1
gap between HOMO and LUMO	4.906	eV

=====

[4]
The following is a DFT calculation (ωB97M-V with the def2-TZVPD basis set) of C24H50Cl2HfP2Si2 as an isolated structure.

Element x y z (Å)
Hf (0.2826, 0.0377, 0.4888)
C (2.1398, -0.1139, -1.3030)
C (1.3395, -1.2883, -1.3234)
C (0.0238, -0.8603, -1.7185)
Si (2.0296, -3.0195, -1.0729)
C (0.0169, 0.5463, -1.8434)
C (1.3463, 1.0373, -1.5245)
Si (2.0272, 2.7847, -1.5833)
H (3.2336, -0.1096, -1.2445)
H (-0.7990, -1.5129, -2.0191)
H (-0.7981, 1.1396, -2.2429)
Cl (-1.9037, 0.1128, 1.2060)
C (3.8778, 2.7151, -1.5631)
C (1.3868, 3.6838, -3.0794)
C (3.8795, -2.9399, -1.0510)
C (1.4016, -4.1626, -2.3974)
H (1.8875, 3.2795, -3.9689)
H (1.6435, 4.7487, -2.9965)
H (0.3045, 3.5954, -3.2240)
H (4.2578, 2.1703, -0.6923)
H (4.2790, 3.7344, -1.5358)
H (4.2572, 2.2288, -2.4690)
H (1.8567, -3.8719, -3.3532)
H (0.3128, -4.1529, -2.5173)
H (1.7194, -5.1877, -2.1642)
H (4.2656, -2.6180, -2.0242)
H (4.2819, -3.9374, -0.8437)
H (4.2515, -2.2511, -0.2857)
C (1.3865, 3.6107, -0.0090)
C (1.3806, -3.5573, 0.6181)
P (-0.2493, 2.9140, 0.4377)
H (1.3677, 4.7037, -0.1518)
H (2.0888, 3.3822, 0.8095)
P (-0.2556, -2.7915, 0.9325)
H (2.0813, -3.1917, 1.3870)
H (1.3603, -4.6581, 0.6676)
C (-0.7455, -3.3477, 2.6376)
C (-1.4267, -3.8345, -0.1202)
C (-1.4235, 3.7556, -0.7785)
C (-0.7353, 3.7562, 2.0216)
C (-0.3864, 2.8433, 3.2016)
H (-1.8311, 3.8460, 1.9645)
C (-0.1473, 5.1618, 2.1971)
H (0.9487, 5.1414, 2.2174)
H (-0.4849, 5.5625, 3.1622)
H (-0.4587, 5.8611, 1.4122)
H (-0.9050, 1.8796, 3.1271)
H (-0.7109, 3.3180, 4.1346)
H (0.6939, 2.6642, 3.2711)
H (-1.1610, 3.2826, -1.7378)
C (-1.2525, 5.2787, -0.9400)
C (-2.8976, 3.4247, -0.4631)
H (-0.2112, 5.6207, -0.9926)
H (-1.7692, 5.8255, -0.1361)
H (-1.7400, 5.5818, -1.8810)
H (-3.2629, 2.6517, -1.1495)
H (-3.5271, 4.3134, -0.6094)
H (-3.0484, 3.0727, 0.5640)
H (-1.1628, -3.5365, -1.1473)
C (-2.9025, -3.4561, 0.1270)
C (-1.2553, -5.3622, -0.0103)
H (-0.2143, -5.7077, -0.0013)
H (-1.7409, -5.8272, -0.8835)
H (-1.7723, -5.7587, 0.8771)
H (-3.2643, -2.8095, -0.6815)
H (-3.0584, -2.9364, 1.0793)
H (-3.5301, -4.3586, 0.1303)
C (-0.4059, -2.2426, 3.6432)
C (-0.1537, -4.6974, 3.0577)
H (-1.8407, -3.4493, 2.5930)
H (0.9419, -4.6710, 3.0769)
H (-0.4613, -5.5251, 2.4084)
H (-0.4924, -4.9235, 4.0775)
H (0.6743, -2.0524, 3.6893)
H (-0.7369, -2.5493, 4.6425)
H (-0.9244, -1.3065, 3.4002)
C (-3.8039, -0.2222, -2.3814)
H (-3.5547, -0.3597, -3.4400)
H (-3.9693, -1.0795, -1.7263)
H (-3.9210, 0.7775, -1.9585)
Cl (2.0697, 0.1938, 1.9796)

Summary:
gap between HOMO and LUMO (alpha / beta)	2.788 / 2.792	eV

=====

[5]
The following is a DFT calculation (ωB97M-V with the def2-TZVPD basis set) of a 6-piece molecular cluster, C24H50FO16S6 overall.

Element x y z (Å)
O (7.2439, -1.6611, -2.0318)
C (7.2828, -2.6007, -2.7077)
F (8.1604, -2.7769, -3.6404)
C (6.3248, -3.7451, -2.6260)
S (4.8207, -3.0870, -1.8750)
C (3.4401, -4.1005, -2.5061)
C (2.3902, -3.1522, -2.9980)
C (1.6914, -2.3728, -2.0620)
C (0.7408, -1.4541, -2.5074)
C (0.4916, -1.3323, -3.8735)
C (1.1826, -2.1107, -4.8058)
C (2.1454, -3.0212, -4.3685)
H (6.7002, -4.5167, -1.9688)
H (6.1281, -4.1442, -3.6101)
H (4.6562, -1.9910, -2.6239)
H (3.1006, -4.6478, -1.6394)
H (3.7954, -4.7742, -3.2722)
H (1.8925, -2.4925, -1.0100)
H (0.2167, -0.8588, -1.7833)
H (-0.2533, -0.6362, -4.2226)
H (0.9841, -2.0158, -5.8578)
H (2.6933, -3.6347, -5.0624)
O (-1.5654, -0.2508, -6.6779)
S (-2.4250, 0.3550, -7.6553)
O (-2.0568, 0.3014, -9.0333)
O (-2.7044, 1.8517, -7.2284)
C (-1.5735, 2.7097, -6.9408)
C (-0.9029, 3.2089, -8.2043)
C (-4.0658, -0.2479, -7.4653)
H (-0.8710, 2.1848, -6.2918)
H (-1.9941, 3.5419, -6.3808)
H (-0.4101, 2.4014, -8.7446)
H (-0.1553, 3.9596, -7.9486)
H (-1.6386, 3.6565, -8.8710)
H (-4.3494, -0.1768, -6.4192)
H (-4.0623, -1.2862, -7.7886)
H (-4.7251, 0.3433, -8.0954)
O (-3.9551, 4.8508, -5.3737)
S (-5.1997, 4.3508, -5.8797)
O (-5.3604, 4.1389, -7.2835)
O (-6.3711, 5.2686, -5.3406)
C (-6.2438, 6.6995, -5.5257)
C (-6.5836, 7.1339, -6.9362)
C (-5.6360, 2.8815, -5.0185)
H (-5.2383, 7.0073, -5.2373)
H (-6.9414, 7.1270, -4.8094)
H (-5.8479, 6.7735, -7.6537)
H (-6.6089, 8.2221, -6.9867)
H (-7.5573, 6.7449, -7.2320)
H (-5.5522, 3.0610, -3.9506)
H (-4.9305, 2.1168, -5.3367)
H (-6.6501, 2.6042, -5.2928)
O (1.5714, -1.3125, 1.3631)
S (0.7074, -1.6047, 2.4774)
O (-0.6386, -2.0065, 2.2201)
O (0.7312, -0.3784, 3.4676)
C (0.4760, 0.9458, 2.9302)
C (-0.9921, 1.2001, 2.6603)
C (1.4855, -2.7719, 3.5370)
H (1.0825, 1.0839, 2.0339)
H (0.8519, 1.6205, 3.6957)
H (-1.3606, 0.5824, 1.8414)
H (-1.1356, 2.2475, 2.3933)
H (-1.5836, 0.9742, 3.5434)
H (2.4982, -2.4418, 3.7488)
H (1.4961, -3.7281, 3.0190)
H (0.9056, -2.8502, 4.4517)
O (3.4016, -3.5764, 6.2277)
S (3.9171, -3.3927, 7.5544)
O (3.1233, -2.6938, 8.5161)
O (5.3441, -2.7146, 7.4485)
C (5.4625, -1.5140, 6.6491)
C (4.9528, -0.2823, 7.3687)
C (4.4346, -4.9328, 8.2225)
H (4.9503, -1.6677, 5.6982)
H (6.5273, -1.4305, 6.4443)
H (3.8737, -0.3191, 7.5115)
H (5.1914, 0.6070, 6.7859)
H (5.4167, -0.1947, 8.3502)
H (5.0677, -5.4357, 7.4976)
H (3.5350, -5.5130, 8.4142)
H (4.9686, -4.7453, 9.1496)
O (-0.1988, 1.2208, 7.0071)
S (-1.0254, 0.0511, 7.0198)
O (-1.7182, -0.3286, 5.8267)
O (-2.0595, 0.1680, 8.2147)
C (-2.8245, 1.3910, 8.3240)
C (-3.9838, 1.4401, 7.3500)
C (-0.1201, -1.3248, 7.6245)
H (-2.1546, 2.2423, 8.2004)
H (-3.1818, 1.3951, 9.3510)
H (-3.6372, 1.5132, 6.3202)
H (-4.6060, 2.3082, 7.5663)
H (-4.5925, 0.5405, 7.4345)
H (0.3659, -1.0504, 8.5561)
H (0.6251, -1.5709, 6.8707)
H (-0.8032, -2.1573, 7.7678)

Summary:
net charge	+1
gap between HOMO and LUMO	8.937	eV